(1)
C2H4O2S2 | ωB97M-V with the def2-TZVPD basis set

- DFT total energy: -1025.31038 hartree
- HOMO level: -9.45 eV
- Spin multiplicity: 1
- Orbital gap: 8.01 eV
- Energy relative to the best compared isomer or geometry (same formula, charge and spin): 407.12 kJ/mol

Each line ends with the Löwdin charge.
Element x y z (Å)
C: 1.0008 -0.0564 -0.1700  -0.1800
C: -0.0005 0.4119 1.2740  -0.4900
O: 0.8669 -1.5574 -2.3380  -0.3006
O: -0.8767 -2.0555 -0.6818  -0.3349
S: -1.0783 1.7581 0.7478  0.6811
S: 0.1626 -1.1367 -1.2184  0.7439
H: 1.2537 0.7868 -0.7540  0.0186
H: -0.6224 -0.3055 1.6900  0.0156
H: 0.6587 0.7498 1.9609  0.0013
H: -1.3646 1.4050 -0.5106  -0.1551

(2)
C2H4O2S2 | ωB97M-V with the def2-TZVPD basis set

- DFT total energy: -1025.39578 hartree
- HOMO level (spin up / spin down): -9.56 / -9.56 eV
- Spin multiplicity: 1
- Orbital gap (spin up / spin down): 8.47 / 8.47 eV
- Energy relative to the best compared isomer or geometry (same formula, charge and spin): 182.90 kJ/mol

Each line ends with the Löwdin charge.
Element x y z (Å)
C: -0.3595 0.0442 0.0890  -0.3374
C: -1.8254 0.2669 0.2958  -0.0598
O: 0.1014 -0.7746 -0.6780  -0.0818
O: 3.1364 -0.8397 -1.8517  -0.5692
S: 2.8484 0.3584 0.6162  0.2164
S: 2.5550 -1.1459 -0.5617  0.4771
H: -2.1726 1.4264 0.0411  0.1442
H: -1.9043 0.2868 1.4400  0.0968
H: -2.6902 -0.2584 -0.1145  0.0686
H: 0.3109 0.6359 0.7239  0.0450

(3)
C2H4O2S2 | ωB97M-V with the def2-TZVPD basis set

- DFT total energy: -1025.33197 hartree
- HOMO level: -9.27 eV
- Spin multiplicity: 1
- Orbital gap: 8.80 eV
- Energy relative to the best compared isomer or geometry (same formula, charge and spin): 350.45 kJ/mol

Each line ends with the Löwdin charge.
Element x y z (Å)
C: 0.0428 -0.2009 0.8868  -0.6544
C: 0.3266 -0.5541 -1.6450  -0.2480
O: 0.3946 1.5048 2.8725  -0.4414
O: -2.1444 -0.5424 -0.6571  -0.5557
S: -0.7331 0.8418 1.8195  0.9533
S: -0.8483 -1.1417 -0.3321  0.7502
H: 1.3496 1.4494 2.7284  0.0534
H: 1.3237 -0.8881 -1.3827  0.0437
H: 0.2844 0.5248 -1.7043  0.0517
H: 0.0041 -0.9936 -2.5859  0.0471

(4)
C2H4O2S2 | ωB97M-V with the def2-TZVPD basis set

- DFT total energy: -1025.40967 hartree
- HOMO level (spin up / spin down): -9.40 / -9.40 eV
- Spin multiplicity: 1
- Orbital gap (spin up / spin down): 8.33 / 8.33 eV
- Energy relative to the best compared isomer or geometry (same formula, charge and spin): 146.42 kJ/mol

Each line ends with the Löwdin charge.
Element x y z (Å)
C: 0.8695 0.5648 -0.2326  -0.5364
C: -0.3313 -0.4400 -0.2390  -0.1476
O: 2.8583 3.4646 0.0423  -0.4701
O: 4.4720 1.6400 -0.0038  -0.4805
S: 1.7311 0.9034 -1.6292  0.6908
S: 3.6926 2.6261 -0.7431  0.6843
H: 0.9512 1.1005 0.7157  0.0640
H: -0.5153 -0.6981 -1.3067  0.0680
H: -1.2445 -0.0038 0.2097  0.0838
H: -0.1446 -1.3075 0.3078  0.0437

(5)
C2H4O2Sn | ωB97M-V with the def2-TZVPD basis set

- ⟨S²⟩: 0.763
- DFT total energy: -443.01601 hartree
- HOMO level (spin up / spin down): -14.38 / -14.34 eV
- Spin multiplicity: 2
- Orbital gap (spin up / spin down): 9.60 / 6.29 eV
- Total charge: +1
- Energy relative to the best compared isomer or geometry (same formula, charge and spin): 0.00 kJ/mol

Each line ends with the Löwdin spin population.
Element x y z (Å)
H: -1.6464 0.9562 -2.0896  0.0021
O: -0.5499 0.5241 0.6633  0.2128
C: 0.1052 -0.4351 1.1550  0.1382
C: 0.8876 -1.2713 0.3342  0.5041
H: 0.2181 -0.4951 2.2475  0.0028
H: 1.4350 -2.1011 0.7781  0.0234
H: 0.9941 -1.0337 -0.7249  0.0241
O: -1.2071 1.8643 -1.9249  0.0198
Sn: -0.2366 1.9916 -0.4386  0.0728

(6)
C2H4O3 | ωB97M-V with the def2-TZVPD basis set

- DFT total energy: -304.20720 hartree
- HOMO level: -10.55 eV
- Spin multiplicity: 1
- Orbital gap: 11.34 eV
- Energy relative to the best compared isomer or geometry (same formula, charge and spin): 353.10 kJ/mol

Each line ends with the Löwdin charge.
Element x y z (Å)
C: -0.0683 -0.4469 0.0309  -0.6681
C: 0.0992 1.1054 -0.3578  0.0515
O: 1.1696 -1.0175 0.3460  0.0515
O: 0.3379 -1.4847 -0.7953  0.0701
O: -1.1174 -0.6797 0.8527  0.0819
H: 0.7622 1.0688 -1.2286  0.0814
H: 0.7622 1.4490 0.5148  0.1124
H: -0.8213 1.6489 -0.4754  0.0682
H: -1.1241 -1.6433 1.1127  0.1510